The following is a DFT calculation (wB97M-V/def2-TZVPD) of a molecular structure, C22H46EuN3OP2Se at a distorted geometry.

Output
Highest occupied orbital energy (alpha / beta) (eV): -9.24 / -9.50
⟨S²⟩: 15.76
Charge: +1
Kohn-Sham gap (alpha / beta) (eV): 6.63 / 6.92
Relative energy (zero: lowest compared OMol25 entry of this formula, charge and spin) (kcal per mole): 0.0
2S+1: 8
E (eV): -133324.8291

Atoms and positions in Å:
Eu -0.635 -0.033 0.356
Se 1.311 -0.100 2.484
P 0.184 -2.734 -0.305
P 0.111 2.725 -0.031
O -4.219 -0.074 1.770
N 1.643 0.031 -0.814
N -0.158 0.393 4.927
N 1.673 1.634 4.762
C -0.669 -3.715 2.160
C -0.946 3.740 -1.182
C 0.475 -3.860 1.136
C -2.320 -3.751 -1.000
C 0.993 2.009 5.971
C -0.907 -3.555 -1.562
C -0.118 1.213 6.030
C 2.501 1.240 -0.749
C 0.347 3.633 1.580
C 0.756 -5.329 0.820
C -0.890 3.463 2.483
C 0.760 5.089 1.475
C 1.800 -2.520 -1.150
C -2.377 3.864 -0.647
C 2.894 2.216 4.293
C 0.915 0.667 4.096
C 1.735 2.625 -0.827
C 2.527 -1.141 -0.938
C -1.168 -0.609 4.653
C -0.351 -4.818 -2.208
C -3.222 -0.046 1.255
C -0.353 5.080 -1.613
H 3.043 -1.154 0.006
H -1.221 2.414 2.574
H -0.408 -4.271 3.071
H -0.150 -5.865 0.509
H -1.762 -0.308 3.769
H -2.743 -2.838 -0.544
H 1.103 5.431 2.460
H -0.677 -1.585 4.467
H 1.582 5.248 0.775
H -0.080 5.741 1.199
H -0.640 3.806 3.502
H -1.613 -4.123 1.780
H -1.747 4.063 2.129
H -2.371 -4.561 -0.253
H 2.412 3.357 -0.344
H 3.262 1.235 -1.496
H 3.255 -1.020 -1.731
H 2.949 1.150 0.216
H -0.975 3.078 -2.066
H -3.026 4.197 -1.468
H 1.676 -2.713 -2.240
H -0.964 -2.768 -2.334
H 3.313 1.549 3.513
H 1.535 -5.456 0.062
H 1.385 -3.431 1.596
H -1.008 5.490 -2.389
H 1.652 2.931 -1.895
H 2.486 -3.287 -0.753
H 1.047 0.085 -1.665
H 3.586 2.298 5.156
H -0.311 5.803 -0.791
H 1.403 2.754 6.587
H -0.288 -5.658 -1.506
H 0.648 4.966 -2.046
H -0.668 0.076 -1.808
H -2.790 2.910 -0.281
H -0.834 -2.672 2.455
H 0.634 -4.651 -2.657
H -1.038 -5.106 -3.011
H -0.886 1.182 6.797
H -1.812 -0.660 5.551
H 2.694 3.227 3.879
H -2.990 -4.031 -1.828
H 1.113 -5.819 1.738
H 1.159 3.058 2.044
H -2.460 4.608 0.158